98
Properties=species:S:1:pos:R:3 method="wB97M-V/def2-TZVPD" energy_ha=-2585.1477 e_lumo_ev=-1.64 orbital_gap_ev=7.3 spin_multiplicity=1
N -0.0021 4.4338 -2.0382
C -0.0455 4.0880 -3.4363
N -1.3412 4.5782 -3.9466
N 0.9928 4.7281 -4.1977
C -0.0924 2.5125 -3.6321
C 1.1240 1.6418 -3.6169
C 1.8740 1.1833 -2.5837
P 1.8208 1.7168 -0.8376
O 0.5338 2.1032 -0.2778
O 2.7987 3.0170 -0.8879
O 2.6653 0.6720 0.0268
C 2.6946 0.0660 -3.1665
O 2.7917 -0.9646 -2.6133
O 2.8156 0.1575 -4.5494
C 1.8852 1.1473 -4.8189
O 2.0823 1.8805 -5.7070
H 0.9284 4.3356 -1.6570
H -0.6972 3.9222 -1.5141
H -1.4432 4.3331 -4.9294
H -2.0778 4.0327 -3.5014
H 0.6967 4.9221 -5.1413
H 1.8725 4.2361 -4.1486
H -0.6052 2.2809 -4.5704
H -0.7343 2.1293 -2.8296
H 3.1447 3.1338 -1.7823
H 3.3702 0.3267 -0.5457
C -4.7817 2.4553 -2.5281
C -5.3999 1.3350 -3.0645
C -5.0116 0.0668 -2.6558
C -4.0022 -0.0797 -1.7152
C -3.3794 1.0423 -1.1834
C -3.7717 2.3079 -1.5841
H -5.0854 3.4455 -2.8454
H -6.1841 1.4506 -3.8026
H -5.4941 -0.8084 -3.0726
H -3.6983 -1.0689 -1.3964
H -2.5887 0.9234 -0.4521
H -3.2866 3.1840 -1.1682
C 0.1268 8.1449 -1.8510
C 0.1601 9.5328 -1.8183
C 0.0209 10.2039 -0.6104
C -0.1556 9.4867 0.5651
C -0.1973 8.0991 0.5307
C -0.0545 7.4281 -0.6774
H 0.2411 7.6186 -2.7911
H 0.2952 10.0927 -2.7356
H 0.0500 11.2862 -0.5851
H -0.2617 10.0095 1.5077
H -0.3405 7.5391 1.4468
H -0.0844 6.3504 -0.7082
C -5.3782 -3.0410 -7.6174
C -5.8099 -1.8274 -7.1002
C -5.0448 -1.1655 -6.1498
C -3.8484 -1.7196 -5.7132
C -3.4215 -2.9374 -6.2246
C -4.1853 -3.5974 -7.1775
H -5.9723 -3.5539 -8.3632
H -6.7439 -1.3964 -7.4387
H -5.3803 -0.2172 -5.7485
H -3.2501 -1.2021 -4.9730
H -2.4916 -3.3728 -5.8806
H -3.8508 -4.5462 -7.5775
C -1.8248 -0.3978 2.5800
C -1.8306 -1.3850 3.5550
C -0.7130 -2.1944 3.7235
C 0.4027 -2.0140 2.9143
C 0.3973 -1.0268 1.9368
C -0.7125 -0.2193 1.7664
H -2.6936 0.2363 2.4491
H -2.7032 -1.5261 4.1805
H -0.7114 -2.9653 4.4844
H 1.2752 -2.6419 3.0465
H 1.2625 -0.8882 1.3028
H -0.7095 0.5474 1.0031
C 3.2972 -2.5400 5.2848
C 3.2990 -3.5314 6.2565
C 4.4161 -4.3385 6.4234
C 5.5304 -4.1569 5.6155
C 5.5253 -3.1710 4.6380
C 4.4095 -2.3616 4.4735
H 2.4283 -1.9061 5.1590
H 2.4287 -3.6751 6.8852
H 4.4184 -5.1095 7.1834
H 6.4027 -4.7849 5.7473
H 6.3924 -3.0328 4.0041
H 4.4059 -1.5909 3.7126
C 1.9526 -7.8071 7.4813
C 1.9543 -8.7985 8.4529
C 3.0710 -9.6060 8.6194
C 4.1851 -9.4247 7.8113
C 4.1801 -8.4389 6.8340
C 3.0647 -7.6292 6.6697
H 1.0838 -7.1730 7.3557
H 1.0844 -8.9417 9.0817
H 3.0733 -10.3771 9.3794
H 5.0572 -10.0528 7.9428
H 5.0470 -8.3007 6.1996
H 3.0618 -6.8591 5.9089


98
Properties=species:S:1:pos:R:3 method="wB97M-V/def2-TZVPD" energy_ha=-3386.0872 charge=-1 e_lumo_ev=2.13 orbital_gap_ev=7.4 spin_multiplicity=1
C 1.4141 7.5355 1.4017
C 1.8573 6.1082 0.8473
I 3.4576 6.1792 -0.6437
C 1.3044 4.8955 1.2466
I -0.3386 4.8174 2.7094
Al 1.9049 3.0262 0.5799
O 2.2222 2.1813 2.2332
C 3.5267 2.7126 2.5728
C 4.5099 2.5069 1.3069
C 5.1837 1.0584 1.3963
N 4.2196 -0.0576 1.4372
P 6.0786 3.6248 1.2273
O 6.1668 4.0382 -0.4401
I 5.7240 5.6057 2.6444
O 3.7233 2.8181 0.1490
H 0.9179 8.1413 0.5864
H 2.3884 8.0719 1.6620
H 0.8264 7.4733 2.3583
H 0.8844 2.2505 -0.3881
H 3.9636 2.1741 3.4732
H 3.3680 3.7630 2.9621
H 5.9385 0.9947 0.5514
H 5.7955 1.0685 2.3611
H 4.1856 -0.4650 2.3697
H 3.2976 0.2059 1.0887
H 6.6554 4.8717 -0.5564
C -0.9443 -2.8791 -0.1658
C -0.5413 -1.5977 0.1947
C 0.7726 -1.1955 -0.0178
C 1.6832 -2.0715 -0.6004
C 1.2791 -3.3520 -0.9650
C -0.0336 -3.7576 -0.7439
H -1.9683 -3.1934 0.0042
H -1.2521 -0.9121 0.6434
H 1.0863 -0.1985 0.2704
H 2.7067 -1.7556 -0.7698
H 1.9881 -4.0348 -1.4207
H -0.3470 -4.7580 -1.0226
C 8.9692 -3.3434 -0.3820
C 7.6711 -2.8934 -0.1655
C 7.4512 -1.7083 0.5283
C 8.5312 -0.9678 0.9976
C 9.8295 -1.4158 0.7780
C 10.0489 -2.6055 0.0921
H 9.1400 -4.2693 -0.9203
H 6.8295 -3.4672 -0.5374
H 6.4378 -1.3609 0.7027
H 8.3601 -0.0411 1.5344
H 10.6713 -0.8371 1.1427
H 11.0610 -2.9573 -0.0743
C -2.1652 0.1921 -3.3950
C -1.9222 -1.0372 -2.7914
C -2.8768 -2.0465 -2.8590
C -4.0711 -1.8296 -3.5388
C -4.3121 -0.6013 -4.1451
C -3.3616 0.4110 -4.0701
H -1.4221 0.9798 -3.3388
H -0.9898 -1.2076 -2.2677
H -2.6898 -3.0019 -2.3826
H -4.8138 -2.6180 -3.5955
H -5.2427 -0.4327 -4.6761
H -3.5525 1.3702 -4.5381
C -3.6388 1.0828 0.1238
C -3.8323 2.0977 1.0555
C -5.0348 2.1867 1.7481
C -6.0412 1.2542 1.5160
C -5.8461 0.2372 0.5868
C -4.6465 0.1537 -0.1127
H -2.7021 1.0161 -0.4188
H -3.0440 2.8197 1.2403
H -5.1878 2.9817 2.4693
H -6.9773 1.3205 2.0595
H -6.6303 -0.4906 0.4072
H -4.4960 -0.6358 -0.8414
C -9.4920 0.6047 -3.0309
C -8.2739 0.4759 -3.6891
C -8.2371 0.4083 -5.0776
C -9.4183 0.4792 -5.8087
C -10.6359 0.6116 -5.1505
C -10.6736 0.6701 -3.7616
H -9.5206 0.6541 -1.9482
H -7.3522 0.4274 -3.1190
H -7.2880 0.3014 -5.5905
H -9.3891 0.4314 -6.8915
H -11.5567 0.6686 -5.7207
H -11.6236 0.7680 -3.2485
C 1.0651 -3.2328 3.2625
C 1.2071 -2.9416 4.6147
C 1.0003 -3.9348 5.5664
C 0.6606 -5.2225 5.1647
C 0.5222 -5.5145 3.8119
C 0.7202 -4.5191 2.8609
H 1.2230 -2.4578 2.5209
H 1.4784 -1.9392 4.9272
H 1.1046 -3.7057 6.6211
H 0.5040 -5.9982 5.9063
H 0.2589 -6.5191 3.4985
H 0.6071 -4.7448 1.8071